--- P ---
ORCA calculation (ωB97M-V with the def2-TZVPD basis set) on a cluster of 2 separate species, C4H14NO2 in total.

⟨S²⟩: 0.751
HOMO (spin up / spin down) (eV): -3.02 / -10.55
Orbital gap (spin up / spin down) (eV): 3.686 / 11.075

```
! RIJCOSX wB97M-V def2-TZVPD def2/J DEFGRID3
* xyz 0 2
C -1.196 0.215 0.791
C 0.273 0.552 0.872
C 1.252 -0.181 -0.016
C 1.209 -1.853 0.287
O 0.915 -2.131 1.692
N -1.850 0.755 -0.521
H -1.244 -0.907 0.728
H -1.703 0.669 1.654
H 0.613 0.196 1.905
H 0.529 1.688 0.880
H 1.144 -0.108 -1.105
H 2.157 0.312 0.297
H 2.152 -2.194 -0.257
H 0.292 -2.326 -0.255
H 1.276 -2.999 2.037
H -1.570 -0.010 -1.187
H -2.839 0.875 -0.431
H -1.381 1.598 -0.999
H -0.362 3.127 -2.269
H 0.465 2.140 -3.084
O -0.391 2.164 -2.427
*
```

What are the natural (NBO) partial charges on each atom? They are as follows, in elementary charge units:
1 C -0.313
2 C -0.447
3 C -0.431
4 C -0.090
5 O -0.764
6 N -1.042
7 H 0.225
8 H 0.222
9 H 0.241
10 H 0.219
11 H 0.208
12 H 0.209
13 H 0.189
14 H 0.160
15 H 0.489
16 H 0.325
17 H 0.365
18 H 0.410
19 H 0.450
20 H 0.451
21 O -1.075

---

--- Q ---
ORCA calculation (ωB97M-V with the def2-TZVPD basis set) on a cluster of 2 separate species, C4H14NO2 in total.

⟨S²⟩: 0.750
HOMO (spin up / spin down) (eV): -2.60 / -11.22
Orbital gap (spin up / spin down) (eV): 3.089 / 11.559

```
! RIJCOSX wB97M-V def2-TZVPD def2/J DEFGRID3
* xyz 0 2
O -0.027 -0.466 1.993
C -1.044 -0.996 1.105
C -0.511 -1.007 -0.314
N 0.083 0.360 -0.520
C 0.755 0.571 -1.826
C 0.433 -2.133 -0.655
H -0.109 -0.957 2.824
H -1.941 -0.380 1.211
H -1.314 -1.978 1.501
H -1.339 -1.154 -1.019
H -0.562 1.182 -0.290
H 0.656 0.563 0.312
H 0.822 1.634 -2.069
H -0.007 0.256 -2.550
H 1.731 0.121 -1.831
H -0.178 -3.035 -0.587
H 0.831 -2.022 -1.660
H 1.323 -2.211 -0.033
H 0.771 3.438 -0.306
H -0.102 3.572 0.900
O 0.153 2.899 0.242
*
```

What are the natural (NBO) partial charges on each atom? They are as follows, in elementary charge units:
1 O -0.754
2 C -0.130
3 C -0.105
4 N -0.640
5 C -0.568
6 C -0.629
7 H 0.485
8 H 0.187
9 H 0.186
10 H 0.216
11 H 0.426
12 H 0.460
13 H 0.224
14 H 0.207
15 H 0.217
16 H 0.225
17 H 0.223
18 H 0.225
19 H 0.373
20 H 0.448
21 O -1.276

---

--- R ---
ORCA calculation (ωB97M-V with the def2-TZVPD basis set) on a cluster of 2 separate species, C4H14NO2 in total.

⟨S²⟩: 0.751
HOMO (spin up / spin down) (eV): -2.73 / -11.00
Orbital gap (spin up / spin down) (eV): 3.300 / 11.363

```
! RIJCOSX wB97M-V def2-TZVPD def2/J DEFGRID3
* xyz 0 2
O -0.949 1.478 -1.004
C -0.922 0.104 -1.388
C -0.143 -0.737 -0.384
N -0.451 -0.231 0.995
C 0.442 -0.687 2.090
C -0.482 -2.204 -0.514
H -0.306 1.943 -1.549
H -0.434 -0.014 -2.355
H -1.947 -0.235 -1.500
H 0.917 -0.584 -0.545
H -0.439 0.811 0.953
H -1.439 -0.501 1.263
H 0.138 -0.145 2.981
H 1.465 -0.447 1.816
H 0.314 -1.753 2.247
H -0.105 -2.842 0.285
H -1.559 -2.363 -0.550
H -0.036 -2.598 -1.432
H 2.400 1.299 0.582
H 2.684 2.605 -0.151
O 2.009 1.925 -0.041
*
```

What are the natural (NBO) partial charges on each atom? They are as follows, in elementary charge units:
1 O -0.731
2 C -0.106
3 C -0.119
4 N -0.750
5 C -0.598
6 C -0.655
7 H 0.485
8 H 0.181
9 H 0.188
10 H 0.212
11 H 0.425
12 H 0.248
13 H 0.215
14 H 0.187
15 H 0.207
16 H 0.228
17 H 0.224
18 H 0.218
19 H 0.455
20 H 0.469
21 O -0.982

---

Least stable structure: P